This record from the OMol25 dataset describes a 2-piece molecular cluster, C6H8ClN3O3S overall at a distorted geometry. The level of theory is the ωB97M-V functional and the def2-TZVPD basis.

```
22
Properties=species:S:1:pos:R:3
C 2.18 1.37 1.88
C 1.29 1.70 0.93
N 1.68 2.01 -0.36
C 1.34 2.13 -1.51
N 1.22 1.97 -2.71
C -0.21 1.44 1.03
Cl -1.24 2.80 0.57
S -0.78 0.17 -0.29
N 0.57 -0.81 -0.24
O 0.41 -2.03 0.47
C -0.19 -3.06 -0.28
H 3.17 1.56 1.63
H 1.76 1.01 2.84
H 1.16 2.66 -3.37
H -0.36 0.96 2.07
H 1.01 -1.11 -1.16
H -1.17 -2.88 -0.47
H -0.34 -4.00 0.28
H 0.27 -3.43 -1.11
O -4.39 0.08 0.46
C -3.93 -0.81 -0.09
O -3.46 -1.72 -0.57
```

Output
- calculated total energy (Eh) = -1481.66829
- spin multiplicity = 1
- E_HOMO (eV) = -9.10
- ΔE to the lowest compared entry with this formula, charge and spin (kcal/mol) = 0.00
- maximum force (eV Å⁻¹) = 3.63
- frontier orbital gap (Ha) = 0.3562
- SMILES string = C=C(N=C=N)[C@@H](Cl)SNOC.O=C=O